# 1
# C15H28BiCl3FGeN4Si

A molecular structure, C15H28BiCl3FGeN4Si (the ωB97M-V functional and the def2-TZVPD basis, the OMol25 dataset).

Each line ends with the Löwdin spin population.
Element x y z (Å)
1 Bi -0.654 0.713 1.002  0.0137
2 C 2.169 -0.515 0.454  0.0003
3 C 2.056 0.361 -0.788  0.0001
4 N 0.750 1.096 -0.878  -0.0007
5 C 0.902 2.561 -1.178  0.0004
6 C 0.614 3.491 0.013  0.0003
7 N 0.925 2.856 1.299  0.0036
8 C 2.331 2.543 1.562  0.0004
9 C 2.444 1.196 2.273  0.0003
10 N 1.606 0.143 1.653  0.0039
11 H 1.615 -1.441 0.317  0.0000
12 H 3.218 -0.772 0.615  0.0002
13 H 2.857 1.095 -0.815  0.0000
14 H 2.170 -0.269 -1.669  0.0001
15 H 0.231 0.694 -1.654  0.0009
16 H 1.910 2.722 -1.557  0.0000
17 H 0.219 2.814 -1.988  0.0007
18 H 1.170 4.420 -0.139  0.0001
19 H -0.445 3.754 0.032  0.0002
20 H 0.540 3.417 2.052  0.0000
21 H 2.880 2.543 0.623  0.0000
22 H 2.803 3.300 2.191  0.0001
23 H 3.488 0.877 2.302  0.0001
24 H 2.107 1.306 3.304  0.0000
25 H 1.436 -0.588 2.340  0.0000
26 C -3.125 -1.627 3.519  0.0000
27 Si -1.296 -1.492 3.235  0.0002
28 C -0.257 -2.848 3.974  0.0000
29 C -0.736 0.144 4.013  0.0015
30 N -0.917 -1.356 1.489  0.0010
31 C -1.212 -2.454 0.638  0.0004
32 C -1.763 -3.652 1.106  0.0000
33 C -2.029 -4.713 0.254  0.0000
34 C -1.758 -4.626 -1.103  0.0000
35 C -1.191 -3.463 -1.601  0.0000
36 C -0.933 -2.442 -0.720  0.0001
37 F -0.339 -1.301 -1.217  0.0006
38 H -3.346 -2.029 4.511  0.0000
39 H -3.621 -2.262 2.786  0.0000
40 H -3.586 -0.637 3.467  0.0000
41 H 0.121 -2.559 4.957  0.0000
42 H 0.598 -3.086 3.336  0.0000
43 H -0.814 -3.775 4.118  0.0000
44 H -1.122 0.083 5.035  0.0002
45 H -1.159 1.081 3.632  0.0006
46 H 0.346 0.262 4.107  0.0000
47 H -1.982 -3.774 2.157  0.0000
48 H -2.451 -5.621 0.664  0.0000
49 H -1.977 -5.451 -1.766  0.0000
50 H -0.937 -3.345 -2.646  0.0000
51 Cl -2.751 0.547 -1.033  0.1250
52 Ge -2.961 1.063 -3.158  0.5218
53 Cl -3.217 3.159 -3.214  0.1678
54 Cl -1.082 0.569 -4.024  0.1560

Calculated values
HOMO level (spin up / spin down)   -13.637 / -13.634 eV
Charge   +2
Spin multiplicity   2
DFT total energy   -132477.0020 eV
Gap between HOMO and LUMO (spin up / spin down)   7.0 / 5.1 eV



# 2
# C17H22Cl4F3N3O2S2

A molecular structure, C17H22Cl4F3N3O2S2 (the ωB97M-V functional and the def2-TZVPD basis, the OMol25 dataset).

Each line ends with the Mulliken charge.
Element x y z (Å)
1 C -2.168 -2.610 4.688  -1.4788
2 C -1.064 -2.338 3.709  1.1976
3 C -0.462 -0.955 3.758  -1.2741
4 N -0.679 -3.275 2.940  -0.7407
5 C 0.222 -2.958 1.896  -0.4392
6 C 1.555 -2.957 2.154  -0.6980
7 C 2.458 -2.623 1.118  0.6027
8 N 3.786 -2.542 1.217  -0.7691
9 S 4.292 -2.108 -0.257  0.1336
10 N 2.910 -2.024 -1.044  -0.5233
11 C 1.944 -2.320 -0.174  1.0852
12 C 0.549 -2.371 -0.439  0.6305
13 C 0.097 -2.086 -1.849  -1.6901
14 S 0.382 -0.341 -2.263  1.1211
15 O 1.477 -0.211 -3.184  -0.7336
16 O 0.501 0.418 -1.040  -0.5345
17 C -0.315 -2.675 0.572  0.2750
18 C -1.813 -2.765 0.370  -1.3124
19 C -2.543 -1.505 -0.137  -0.1333
20 C -3.032 -0.555 0.929  0.7696
21 F -4.047 0.194 0.429  -0.3114
22 F -2.097 0.317 1.335  -0.2302
23 F -3.529 -1.188 2.008  -0.2881
24 H -2.959 -1.881 4.506  0.3328
25 H -1.801 -2.403 5.697  0.4255
26 H -2.523 -3.632 4.605  0.3515
27 H -0.510 -0.438 2.802  0.2789
28 H 0.600 -1.065 3.988  0.3931
29 H -0.921 -0.353 4.537  0.3676
30 H 1.921 -3.203 3.141  0.6024
31 H -0.949 -2.323 -2.014  0.6991
32 H 0.749 -2.639 -2.526  0.5818
33 H -0.767 0.083 -2.856  0.0318
34 H -2.012 -3.563 -0.348  0.5417
35 H -2.273 -3.086 1.300  0.4901
36 H -3.453 -1.846 -0.635  0.3281
37 H -1.985 -0.936 -0.873  -0.1551
38 Cl -0.107 3.371 -5.796  -0.2040
39 C -0.402 4.011 -4.156  -0.2325
40 C -0.559 2.913 -3.140  -0.1839
41 Cl -2.068 1.974 -3.398  -0.2153
42 H -1.285 4.643 -4.199  0.3714
43 H 0.456 4.627 -3.893  0.1588
44 H -0.609 3.327 -2.131  0.1318
45 H 0.275 2.215 -3.177  0.2180
46 Cl 0.745 4.904 -0.961  -0.2070
47 C 2.435 4.327 -0.910  -0.4621
48 C 3.417 5.466 -0.977  -0.4223
49 Cl 3.400 6.266 -2.570  -0.1843
50 H 2.574 3.633 -1.735  0.2886
51 H 2.555 3.782 0.023  0.3756
52 H 4.425 5.085 -0.820  0.3256
53 H 3.206 6.219 -0.222  0.3139

Calculated values
HOMO level   -8.729 eV
Charge   0
Spin multiplicity   1
DFT total energy   -106464.0051 eV
Gap between HOMO and LUMO   8.1 eV



# 3
# C5H7NO

C5H7NO in the gas phase (the ωB97M-V functional and the def2-TZVPD basis, the OMol25 dataset).

Each line ends with the Mulliken charge.
Element x y z (Å)
1 O -0.737 2.024 1.917  -0.4987
2 C -1.539 2.007 0.747  -0.4676
3 C -1.125 0.871 -0.098  -0.0095
4 C -0.409 -0.043 -0.436  -0.1560
5 C 0.807 -0.825 -0.342  0.1331
6 C 1.146 -2.195 -0.787  -0.3616
7 N 1.791 -1.036 -1.401  -0.5791
8 H -0.863 1.177 2.365  0.3109
9 H -2.606 1.978 0.999  0.2946
10 H -1.333 2.951 0.236  0.2755
11 H 1.237 -0.504 0.606  0.3177
12 H 0.450 -2.793 -1.369  0.2572
13 H 1.795 -2.762 -0.122  0.2279
14 H 1.387 -0.849 -2.316  0.2556

Calculated values
Structure (SMILES)   OCC#C[C@H]1CN1
HOMO level   -9.201 eV
Charge   0
Spin multiplicity   1
DFT total energy   -8832.2290 eV
Gap between HOMO and LUMO   9.9 eV



# 4
# C5H13N

A molecular structure, C5H13N (the ωB97M-V functional and the def2-TZVPD basis, the OMol25 dataset).

Each line ends with the Mulliken charge.
Element x y z (Å)
1 C 0.813 -1.669 0.175  -0.4169
2 C 0.990 -0.357 -0.359  -0.5847
3 C 0.337 0.732 0.428  0.7760
4 C -0.989 0.868 -0.294  -1.4142
5 C 1.102 2.054 0.400  -1.5736
6 N -1.708 -1.772 -0.276  -0.9145
7 H 1.132 -2.474 -0.477  0.2716
8 H 0.784 -1.873 1.234  0.2457
9 H -0.106 -1.136 -0.479  0.3499
10 H 1.853 -0.168 -0.992  0.4133
11 H 0.164 0.367 1.446  0.2122
12 H -1.665 1.578 0.205  0.3888
13 H -0.835 1.198 -1.334  0.2799
14 H -1.491 -0.160 -0.236  0.6757
15 H 1.356 2.333 -0.628  0.3574
16 H 0.453 2.819 0.814  0.3825
17 H 2.025 2.062 0.991  0.3806
18 H -2.123 -2.252 0.516  0.0845
19 H -2.092 -2.150 -1.134  0.0860

Calculated values
HOMO level   -7.060 eV
Charge   0
Spin multiplicity   1
DFT total energy   -6879.9966 eV
Gap between HOMO and LUMO   6.9 eV